The molecule C3H4N4 in a non-equilibrium geometry, computed with ωB97M-V/def2-TZVPD.

The value obtained for the maximum force is 8.42 eV/A. The energy above the lowest of the compared OMol25 structures with the same formula, charge and spin is 5.328 eV. For the total energy, the calculation gives -9131.5299 eV. Its SMILES is [H]/N=C1N=C/C(=N\[H])N\1. The calculation puts the frontier orbital gap at 8.35 eV. Its HOMO energy is -9.44 eV.

```
11
Properties=species:S:1:pos:R:3:forces:R:3
H -0.234 1.725 -2.667 -0.75 -0.44 0.15
N 0.514 1.375 -2.081 -2.01 -1.69 8.00
C 0.004 0.985 -0.708 0.74 2.02 -5.20
N -1.408 0.506 -0.324 1.92 -1.84 1.22
C -1.204 -0.458 0.586 -0.60 -0.27 -3.60
C 0.274 -0.615 0.814 1.33 1.09 2.24
N 0.933 -1.530 1.398 -1.57 0.00 0.56
H 0.298 -2.259 1.910 1.23 1.54 -1.72
N 0.869 0.823 0.400 1.15 -3.13 -3.59
H -1.973 -1.455 0.754 1.97 3.52 -0.05
H 1.928 0.904 -0.083 -3.41 -0.79 2.00
```
Positions in Å, forces in eV/Å.